{
  "formula": "C7H18CrO21P2V2",
  "method": "the ωB97M-V functional and the def2-TZVPD basis",
  "spin_multiplicity": 4,
  "s_squared": 3.80,
  "homo_lumo_gap_ev": [3.35, 3.37],
  "total_charge": -3,
  "e_tot_ha": -5472.8312,
  "lumo_energy_ha": [0.2253, 0.2252],
  "elements": ["Cr", "O", "V", "O", "O", "V", "O", "P", "O", "O", "O", "O", "P", "O", "O", "O", "O", "C", "O", "O", "O", "C", "C", "O", "O", "H", "H", "H", "H", "H", "H", "C", "C", "O", "O", "H", "H", "H", "H", "H", "H", "C", "C", "O", "O", "H", "H", "H", "H", "H", "H"],
  "xyz": [[-0.955, 3.130, 13.504], [-0.695, -1.399, 13.577], [-0.659, -0.162, 14.620], [-0.555, -0.793, 16.100], [3.401, 1.644, 16.440], [2.343, 2.402, 15.479], [2.805, 3.864, 15.640], [-2.898, 1.766, 15.016], [-2.767, 0.245, 14.828], [-1.353, 2.029, 15.093], [-3.033, 2.347, 16.409], [-2.828, 2.719, 13.807], [1.012, 1.312, 13.158], [2.052, 0.995, 12.043], [1.330, 0.621, 14.492], [-0.477, 1.299, 12.868], [0.968, 2.806, 13.607], [-1.147, 5.420, 15.230], [-1.410, 5.172, 13.989], [-1.887, 5.302, 16.281], [-0.442, 4.376, 15.291], [-3.378, 3.194, 10.872], [-2.025, 3.798, 10.387], [-0.979, 3.580, 11.387], [-3.882, 4.003, 11.884], [-3.213, 2.176, 11.240], [-3.984, 2.876, 10.015], [-2.064, 4.866, 10.171], [-1.690, 3.349, 9.448], [-0.235, 3.345, 10.816], [-3.693, 3.474, 12.687], [1.779, 2.353, 8.930], [1.855, 0.787, 8.519], [2.626, 0.076, 9.490], [1.461, 2.684, 10.247], [1.080, 2.894, 8.287], [2.796, 2.725, 8.766], [2.264, 0.724, 7.512], [0.864, 0.366, 8.701], [2.324, 0.264, 10.389], [1.701, 1.963, 10.879], [4.828, -0.353, 13.707], [5.021, 1.171, 13.386], [3.897, 1.948, 13.590], [3.900, -0.926, 12.789], [4.351, -0.381, 14.691], [5.818, -0.780, 13.880], [5.565, 1.330, 12.451], [5.719, 1.501, 14.162], [3.284, 1.612, 12.916], [3.330, -0.183, 12.570]]
}


{
  "formula": "C7H18FeN2O7P",
  "method": "the ωB97M-V functional and the def2-TZVPD basis",
  "spin_multiplicity": 5,
  "s_squared": 6.01,
  "homo_lumo_gap_ev": [4.11, 4.29],
  "total_charge": -1,
  "e_tot_ha": -2518.8608,
  "lumo_energy_ha": [0.0769, 0.0772],
  "elements": ["Fe", "P", "O", "O", "O", "O", "C", "O", "H", "H", "H", "H", "C", "O", "N", "C", "C", "H", "H", "H", "H", "H", "H", "H", "C", "O", "N", "C", "C", "H", "H", "H", "H", "H", "H", "H"],
  "xyz": [[-0.475, -0.311, -1.777], [-1.050, 0.095, -3.958], [-0.277, 1.120, -3.070], [-0.088, -1.049, -3.584], [-1.354, 0.476, -5.432], [-2.184, -0.219, -2.939], [-1.815, -2.923, -1.342], [-1.105, -2.016, -0.610], [-1.331, -3.878, -1.134], [-2.893, -2.911, -1.187], [-1.758, -2.862, -2.429], [-1.420, -2.094, 0.293], [2.628, -0.855, -0.523], [1.412, -0.634, -0.700], [3.215, -0.989, 0.664], [2.407, -0.928, 1.862], [4.535, -1.558, 0.867], [3.322, -0.961, -1.371], [3.068, -0.682, 2.693], [1.782, -1.798, 2.063], [1.706, -0.097, 1.780], [4.418, -2.622, 1.075], [5.170, -1.438, -0.011], [5.073, -1.192, 1.741], [-1.592, 2.023, -0.019], [-1.148, 0.896, -0.237], [-1.903, 2.420, 1.211], [-1.782, 1.613, 2.444], [-2.354, 3.796, 1.434], [-1.584, 2.853, -0.742], [-1.371, 2.174, 3.283], [-1.152, 0.724, 2.432], [-2.782, 1.284, 2.727], [-2.423, 4.324, 0.482], [-3.294, 3.931, 1.969], [-1.600, 4.291, 2.047]]
}


- What is the formula in the second record?
  C7H18FeN2O7P